7
Properties=species:S:1:pos:R:3:forces:R:3 method="wB97M-V/def2-TZVPD" charge=0 molar_mass_g_mol=165.96 relative_energy_kj_mol=381.0 gap_ev=8.3
H 0.318039 0.286421 -1.365078 -0.26 0.09 -1.87
C 0.052814 0.391827 -0.363553 -0.58 0.24 1.55
H -1.031487 0.571812 -0.110117 1.13 -0.36 -0.41
C 0.928239 1.165628 0.520134 -0.43 -1.79 0.20
H 0.849598 -0.777284 1.430584 -0.44 -0.28 0.97
I 2.795768 -0.038820 -0.045699 0.45 -0.07 -0.48
C 0.811995 -0.761883 0.367681 0.11 2.18 0.04


7
Properties=species:S:1:pos:R:3:forces:R:3 method="wB97M-V/def2-TZVPD" smiles="C=C=CI" charge=0 molar_mass_g_mol=165.96 relative_energy_kj_mol=22.2 gap_ev=9.1
H -0.556671 0.021336 -1.656021 0.90 0.33 0.72
C 1.560560 -0.574756 1.214621 -2.96 -0.87 -5.43
C -0.444599 -0.254969 -0.593424 2.53 -0.04 0.90
H 1.707641 0.112795 1.966525 0.87 1.12 1.63
C 0.666250 -0.308038 0.203227 -1.05 -0.73 0.97
I 2.670621 -2.355599 0.871317 -0.22 0.60 0.56
H -1.401401 -0.582943 -0.231029 -0.07 -0.40 0.65


7
Properties=species:S:1:pos:R:3:forces:R:3 method="wB97M-V/def2-TZVPD" charge=0 molar_mass_g_mol=165.96 relative_energy_kj_mol=314.4 gap_ev=6.8
C -1.462575 -0.063528 -0.019884 -2.93 -0.56 0.81
H 0.179946 0.787256 -0.930103 1.39 1.17 -1.76
H 0.303407 0.944696 0.900120 0.09 -0.38 -0.30
H -0.386552 -1.911610 -0.337013 1.40 -3.91 -0.86
I -4.408751 -0.185694 -0.061985 2.63 0.29 -0.02
C -0.631734 -1.013459 -0.012079 -1.55 2.92 0.71
C -0.096871 0.458799 0.004677 -1.04 0.48 1.41


9
Properties=species:S:1:pos:R:3:forces:R:3 method="wB97M-V/def2-TZVPD" smiles="C=CC#N.II" charge=0 molar_mass_g_mol=306.87 relative_energy_kj_mol=16.8 gap_ev=7.9
H 1.263307 -1.479184 -0.449011 -0.03 0.50 1.22
C 0.766191 -0.782378 0.269927 2.41 -0.35 -1.34
I -0.482797 3.628490 -0.402466 -0.75 0.11 -0.16
N -2.020561 -2.329928 -1.054199 0.13 0.35 0.64
I 2.010764 3.154735 0.129753 0.75 -0.12 0.16
H -0.885908 0.140500 0.778284 -1.16 0.29 0.69
C -0.528802 -0.743821 0.315188 -1.36 0.47 0.17
H 1.290791 0.040711 0.779203 0.13 -0.77 -0.43
C -1.412985 -1.629126 -0.366679 -0.11 -0.48 -0.95